[1]
17
Properties=species:S:1:pos:R:3:forces:R:3 method="wB97M-V/def2-TZVPD" lumo_energy_ev=0.6 spin_multiplicity=1
C 1.328476 -1.615937 0.152050 -0.033 0.072 0.005
C 1.026012 1.664227 0.284400 0.211 -0.028 -0.123
C -0.979732 -0.004660 -0.123762 0.441 -0.574 0.362
N -2.374907 -0.220315 0.049958 -0.220 0.078 0.015
C -0.050489 -1.238454 -0.358187 -0.250 0.441 0.717
C -0.359952 1.253543 -0.067045 0.106 -0.655 -0.314
N -0.310411 -0.352417 -1.406065 -0.213 0.757 -0.297
H -2.765781 0.330325 0.804352 0.082 -0.073 -0.046
H -2.900318 -0.062999 -0.801956 0.125 0.034 -0.011
H -0.770100 -2.058746 -0.270344 0.046 0.058 -0.181
H -1.041861 2.092152 -0.222547 0.011 -0.050 -0.175
H 1.523307 -2.661574 -0.098894 -0.010 0.061 -0.004
H 1.402741 -1.524443 1.237964 0.014 0.016 -0.039
H 2.105214 -1.010713 -0.312336 0.004 -0.048 -0.013
H 1.028201 2.162682 1.260748 -0.077 -0.001 -0.032
H 1.743684 0.853491 0.313341 -0.139 -0.075 0.080
H 1.395914 2.393839 -0.441677 -0.098 -0.014 0.058



[2]
17
Properties=species:S:1:pos:R:3:forces:R:3 method="wB97M-V/def2-TZVPD" lumo_energy_ev=1.1 spin_multiplicity=1 smiles=C[C@H]1N[C@H]1[C@H]1CN1
C 2.208088 0.081813 0.290953 -0.041 -0.178 -0.019
C 1.295132 1.234605 -0.019648 -0.121 -0.213 0.171
N 0.093332 1.126559 -0.676804 -0.023 -0.307 -0.562
C -0.439163 0.816611 0.562145 0.105 -0.008 0.074
C -1.368998 -0.383249 0.601848 0.270 0.099 0.273
C -2.087452 -0.799265 -0.646108 -0.125 0.185 -0.058
N -1.036066 -1.635509 -0.082521 0.272 -0.055 -0.059
H 1.642699 -0.850635 0.242646 0.216 -0.024 -0.061
H 2.576711 0.174792 1.321088 -0.070 -0.001 -0.207
H 3.096039 0.028819 -0.355271 -0.207 0.017 -0.054
H 1.815807 2.213886 -0.114710 -0.508 -0.343 0.713
H -0.278390 1.696541 -1.418891 0.061 0.300 0.050
H -0.537398 1.515942 1.387903 -0.325 0.396 -0.502
H -1.908918 -0.537898 1.536616 0.268 0.082 -0.108
H -3.094032 -1.217710 -0.598240 0.251 0.166 0.135
H -1.877678 -0.259174 -1.568648 0.057 -0.070 0.201
H -0.184147 -1.475349 -0.618368 -0.081 -0.045 0.012



[3]
17
Properties=species:S:1:pos:R:3:forces:R:3 method="wB97M-V/def2-TZVPD" lumo_energy_ev=1.0 spin_multiplicity=1 smiles="CC1=N[C@H](C)N1C"
C -0.319353 0.775236 -0.732233 2.763 0.173 -0.916
C -1.855488 -0.788053 0.278710 0.126 -0.869 0.077
C -0.189179 2.150858 -0.095684 -0.379 0.216 -0.111
C 2.035170 -1.571139 0.414569 0.362 -0.392 0.030
N -0.514546 -0.285921 0.174408 1.657 -0.991 1.321
C 1.165661 -0.605850 -0.237775 -5.444 -0.152 1.067
N 1.095884 0.299290 -1.067381 0.745 2.195 -1.519
H -0.972565 0.789340 -1.620715 0.199 -0.088 0.137
H -2.527405 -0.079024 0.788501 0.231 -0.024 0.016
H -1.872262 -1.720510 0.849847 -0.069 0.099 -0.022
H -2.294629 -0.991413 -0.712568 -0.014 -0.094 0.067
H -1.175381 2.464023 0.260158 0.071 0.078 -0.040
H 0.182379 2.888813 -0.812377 -0.116 -0.070 0.047
H 0.485587 2.126054 0.764733 -0.064 -0.182 -0.171
H 1.461168 -2.478373 0.614515 0.147 0.068 0.005
H 2.891082 -1.808689 -0.224992 -0.136 0.070 0.047
H 2.403877 -1.164642 1.358284 -0.078 -0.037 -0.036



[4]
17
Properties=species:S:1:pos:R:3:forces:R:3 method="wB97M-V/def2-TZVPD" lumo_energy_ev=1.1 spin_multiplicity=1 smiles=C[C@H]1N[C@H]1[C@H]1CN1
C -2.084264 -0.156445 -0.064006 0.210 -0.038 -0.045
C -1.130994 -0.367507 -1.240151 0.328 -0.223 0.128
N -0.205251 0.695989 -1.638095 0.295 0.201 0.184
C 0.367343 -0.464355 -0.988957 0.410 -0.053 0.556
C 1.036322 -0.550095 0.360157 -1.099 0.567 1.687
C 2.066547 0.419432 0.708623 0.837 0.056 -0.229
N 0.986225 0.341450 1.661951 -1.088 -0.844 -1.404
H -2.797554 0.660367 -0.252631 0.263 -0.188 -0.116
H -1.532191 0.076939 0.851258 -0.088 -0.015 -0.125
H -2.679777 -1.055855 0.135978 0.202 0.111 -0.109
H -1.606891 -0.862629 -2.094835 0.429 0.061 0.247
H -0.235511 1.522562 -1.043256 -0.138 -0.176 0.081
H 1.230584 -1.013045 -1.452120 -1.679 0.110 -1.266
H 1.106658 -1.617087 0.592999 0.447 0.468 0.337
H 3.016848 0.068729 1.070669 0.338 0.075 0.130
H 2.115577 1.291596 0.062856 0.136 0.018 -0.004
H 0.331674 1.113803 1.525978 0.195 -0.131 -0.053



[5]
17
Properties=species:S:1:pos:R:3:forces:R:3 method="wB97M-V/def2-TZVPD" lumo_energy_ev=1.2 spin_multiplicity=1 smiles=C[C@H]1N[C@H]1[C@H]1CN1
C 1.752457 -0.407502 1.087387 0.104 -0.097 -0.146
C 1.627390 0.246849 -0.276899 -0.464 -1.053 -0.511
N 0.579728 -0.523634 -1.378957 -0.865 -0.357 0.068
C 0.291544 0.722727 -0.703618 -0.399 -0.045 -0.266
C -0.908239 0.737035 0.207937 0.126 0.238 0.093
C -2.226654 0.342282 -0.342126 -0.201 0.127 -0.153
N -1.587563 -0.458007 0.701679 0.097 -0.192 0.067
H 2.482628 -1.219526 1.066007 -0.072 0.022 0.011
H 0.803709 -0.789570 1.498364 0.225 0.099 -0.219
H 2.125476 0.325947 1.817278 -0.065 -0.056 -0.298
H 1.968503 -0.238034 -1.283056 1.936 1.304 1.038
H 0.293026 -1.348208 -0.867136 -0.499 -0.015 0.179
H 0.270698 1.577338 -1.380042 -0.069 -0.112 -0.031
H -0.887659 1.538388 0.942354 -0.023 -0.048 -0.050
H -3.130066 0.863454 -0.037635 0.139 -0.058 -0.023
H -2.244840 -0.054634 -1.357044 0.059 0.081 0.195
H -1.210138 -1.314905 0.305509 -0.029 0.160 0.049



[6]
17
Properties=species:S:1:pos:R:3:forces:R:3 method="wB97M-V/def2-TZVPD" lumo_energy_ev=1.2 spin_multiplicity=1 smiles=CC1(C)CC1.N#N
C 0.035669 -1.074875 0.505788 1.884 0.589 1.168
C 0.062499 -0.919224 -0.960698 -1.950 -1.134 -1.972
C -0.587241 0.135526 -0.101059 4.181 1.345 -1.171
C 0.273123 1.410015 0.106381 1.442 -0.407 -1.108
C -1.990825 0.453290 -0.236184 -1.206 0.644 -1.660
N 3.618093 -0.718678 1.583707 -0.245 -0.364 -1.601
N 3.420263 -0.956867 0.527803 0.418 0.367 1.584
H -0.506152 -1.843617 0.971634 -0.989 -0.887 0.351
H 1.007027 -0.901836 1.052986 -1.284 -0.093 -0.724
H 0.947411 -0.865491 -1.592128 0.112 0.601 0.588
H 1.431428 1.297093 -0.021986 -2.154 -0.239 0.426
H 0.015697 1.596052 1.117788 0.340 1.175 1.141
H 0.027112 2.275412 -0.553556 -0.264 -0.727 0.478
H -2.291456 1.221848 0.470035 -0.136 0.198 -0.021
H -2.529122 -0.429610 -0.005787 -1.101 -0.822 -0.052
H -2.201343 0.788740 -1.320919 0.059 -0.396 1.756
H -0.732185 -1.467779 -1.543799 0.892 0.152 0.815



[7]
17
Properties=species:S:1:pos:R:3:forces:R:3 method="wB97M-V/def2-TZVPD" lumo_energy_ev=1.0 spin_multiplicity=1 smiles=NC1[C@@H]2CNC[C@@H]12
C 0.355991 -1.237019 0.885225 2.803 -3.289 1.032
C -0.534503 -0.172622 0.558245 0.309 0.674 3.187
C -1.233046 0.508090 -0.498147 -1.531 0.898 -2.485
C 1.012468 1.381883 0.047886 1.567 0.440 -0.711
C 0.940563 -0.123833 0.044929 -0.926 0.192 -2.019
H -0.283849 -3.262125 0.440250 0.602 1.367 0.167
H -0.155550 -2.107150 -0.864848 1.979 -2.025 3.227
H 0.859759 -1.384674 1.954391 -1.802 0.517 -2.153
H -0.452397 0.477785 1.477200 -1.014 -0.310 -0.933
H -2.293195 0.668556 -0.179856 0.845 1.130 -0.174
H -1.355585 0.076531 -1.561897 0.319 -0.222 1.832
H -0.632718 2.808029 -0.930043 2.026 -4.902 1.301
H 1.048548 1.912746 1.024290 0.503 -0.463 -0.514
H 1.810315 1.598971 -0.705288 0.027 0.667 1.297
H 0.728664 -0.275867 -1.100091 1.217 -0.665 2.070
N 0.370314 -2.505683 0.124489 -2.356 1.436 -3.422
N -0.185781 1.636382 -0.716734 -4.569 4.556 -1.703



[8]
17
Properties=species:S:1:pos:R:3:forces:R:3 method="wB97M-V/def2-TZVPD" lumo_energy_ev=1.2 spin_multiplicity=1 smiles=C[C@H]1N[C@H]1[C@H]1CN1
C -2.031124 -0.308736 0.130302 0.019 0.028 0.008
C -1.127061 -0.306682 -1.083081 -0.109 -0.182 0.002
N -0.311611 0.859374 -1.424973 0.078 0.283 0.128
C 0.346942 -0.344332 -0.915694 0.123 -0.186 0.072
C 0.952561 -0.468692 0.458687 -0.052 -0.137 -0.080
C 2.187131 0.256452 0.831754 0.290 0.009 -0.059
N 0.907690 0.590383 1.460146 -0.158 0.228 0.025
H -3.016207 0.103750 -0.111923 0.130 -0.077 0.006
H -1.613293 0.275935 0.957652 -0.017 -0.108 -0.171
H -2.168088 -1.333672 0.495656 -0.041 0.154 -0.077
H -1.541485 -0.794450 -1.966208 0.045 0.064 0.187
H -0.400120 1.582623 -0.713001 -0.001 -0.139 -0.022
H 0.937596 -0.854955 -1.676396 -0.120 0.058 0.085
H 0.812940 -1.456485 0.897571 0.006 0.105 -0.088
H 2.916633 -0.204089 1.494245 -0.133 0.059 -0.130
H 2.602641 0.951218 0.104641 -0.097 -0.086 0.077
H 0.544849 1.452365 1.060617 0.037 -0.073 0.036



What are the relative energy (zero: lowest compared OMol25 entry of this formula, charge and spin) values for these records? In order: 3.717, 4.055, 2.886, 2.933, 4.620, 0.598, 6.344, 2.096 eV.
What are the maximum force values for these records? In order: 0.0171, 0.0183, 0.1079, 0.0409, 0.0497, 0.0884, 0.1298, 0.0062 Eh/bohr.
What are the HOMO-LUMO gap values for these records? In order: 8.809, 9.037, 8.767, 10.364, 10.143, 10.901, 9.489, 10.491 eV.